[1]
Formula: C4H9NO
Source: the Open Molecules 2025 dataset
Level of theory: ωB97M-V/def2-TZVPD

Structure (XYZ):
```
15
Properties=species:S:1:pos:R:3:forces:R:3:nbo_charge:R:1
C -1.537105 0.766972 0.300448 0.00 -0.02 0.00 -0.630
C -0.780723 -0.041432 -0.740683 -0.23 -0.05 0.06 -0.077
N 0.507260 0.472353 -1.220910 0.08 0.09 -0.26 -0.628
C 0.477158 -0.779519 -0.469233 0.07 -0.17 0.08 -0.107
C 1.193542 -0.722101 0.869297 -0.06 -0.31 -0.04 -0.071
O 1.273199 0.588225 1.366382 0.11 0.20 -0.11 -0.723
H -1.443263 0.338782 1.300913 0.00 0.02 -0.10 0.222
H -1.152297 1.788134 0.345801 -0.03 -0.11 -0.01 0.226
H -2.600951 0.813778 0.052355 0.12 -0.02 -0.01 0.211
H -1.406869 -0.504611 -1.502949 0.08 0.10 0.10 0.192
H 0.633860 0.328184 -2.217681 -0.01 0.00 0.15 0.364
H 0.631641 -1.708138 -1.020111 -0.03 0.15 0.08 0.197
H 2.196134 -1.165062 0.747744 -0.13 0.09 0.02 0.161
H 0.658693 -1.330006 1.609496 0.05 0.06 -0.10 0.178
H 1.349722 1.154448 0.579134 -0.03 -0.03 0.14 0.485
```
Forces are in eV/Å.

Calculated values
Highest occupied orbital energy: -9.7 eV
Relative energy (zero: lowest compared OMol25 entry of this formula, charge and spin): 1.967 eV
LUMO level: 0.994 eV
Structure (SMILES): C[C@H]1N[C@H]1CO
Frontier orbital gap: 10.680 eV



[2]
Formula: C38H93BrCl3F3O10P
Source: the Open Molecules 2025 dataset
Level of theory: ωB97M-V/def2-TZVPD

Structure (XYZ):
```
149
Properties=species:S:1:pos:R:3:forces:R:3:mulliken_charge:R:1
C 1.459252 -3.911988 -0.572852 -0.08 -0.60 0.12 -1.263
C 0.050725 -3.568728 -0.195681 0.26 -0.15 -0.36 1.793
C -1.027707 -4.161220 -1.055033 0.08 0.15 -0.25 -1.380
C -0.249901 -2.778229 0.820705 -0.16 0.56 0.23 -0.993
C 0.609625 -2.509281 2.027143 -0.02 0.01 -0.22 0.000
C 0.177901 -1.299524 2.852418 0.25 0.01 -0.03 -1.861
C 0.479391 0.041924 2.155199 0.22 -0.07 -0.15 1.204
C 1.973255 0.105803 1.766340 0.06 0.26 0.19 -0.600
C -0.451837 0.254677 0.945308 -0.37 -0.26 0.31 -0.621
C -0.816788 1.702074 0.605101 0.18 0.09 0.13 -2.297
P -0.332185 2.674102 -0.974426 -1.14 1.25 0.84 2.830
C -1.390094 4.133850 -0.372143 -0.09 0.08 -0.30 -1.505
Br 1.101257 0.793282 -1.999501 0.17 -0.14 -0.26 -0.113
C -1.760585 1.805081 -1.931015 0.40 -0.70 -0.11 -0.659
C -1.828838 1.613511 -3.453621 -0.57 0.09 -0.12 -0.644
C -1.694004 0.183068 -3.940323 0.29 0.12 -0.30 -0.309
Cl -2.987390 -0.889900 -3.303764 -0.03 -0.05 0.09 -0.271
C 1.411279 3.254680 -0.106330 -0.13 -0.38 -0.25 1.178
Cl 1.208500 4.714421 0.921618 -0.08 -0.02 0.24 -0.195
C 2.707741 3.289465 -0.949166 0.51 0.72 0.13 0.706
C 3.723612 2.258013 -0.493683 0.10 -0.08 -0.20 -1.200
Cl 3.620211 4.886291 -0.854416 -0.03 0.07 -0.10 -0.253
C 0.102441 3.870973 -2.557759 0.31 0.05 -0.29 -0.930
F -1.058934 4.390094 -3.105902 0.38 -0.13 0.17 0.012
F 0.814309 4.966219 -2.150617 -0.38 -0.25 -0.31 -0.187
F 0.801526 3.402470 -3.644243 -0.25 0.25 0.33 -0.265
H 1.569767 -3.649783 -1.626120 0.21 0.03 0.03 0.275
H 1.692893 -4.979537 -0.480793 -0.08 -0.02 0.04 0.230
H 2.192247 -3.351237 0.001905 0.03 0.02 -0.07 0.341
H -0.708460 -4.304763 -2.090410 -0.01 0.09 -0.03 0.364
H -1.938930 -3.561507 -1.045084 -0.01 0.00 0.03 0.353
H -1.264700 -5.150850 -0.651347 -0.06 0.00 -0.03 0.094
H -1.192843 -2.241859 0.764856 -0.41 -0.65 0.45 0.159
H 0.563692 -3.418836 2.640229 0.00 0.11 0.11 0.281
H 1.658968 -2.406520 1.748020 -0.01 -0.07 0.04 0.074
H -0.886498 -1.384938 3.098684 -0.01 0.11 -0.09 0.427
H 0.709772 -1.316373 3.811064 0.07 -0.01 -0.05 0.389
H 0.291560 0.839257 2.883061 -0.17 -0.04 -0.01 0.650
H 2.107944 0.071996 0.685339 0.00 -0.11 0.02 -0.085
H 2.444327 1.024645 2.126454 -0.04 0.04 -0.06 0.219
H 2.538474 -0.719687 2.202822 0.03 0.06 -0.01 -0.122
H -1.382861 -0.253802 1.218782 -0.09 0.15 -0.11 0.435
H -0.071984 -0.298105 0.087768 0.05 0.11 -0.03 0.092
H -0.546358 2.342875 1.452088 0.20 0.03 -0.10 0.129
H -1.906868 1.774696 0.571928 -0.01 0.02 -0.07 0.765
H -2.366446 4.069088 -0.848439 -0.03 -0.05 0.03 0.214
H -1.544557 4.105613 0.702618 0.07 -0.01 0.00 0.069
H -0.985292 5.106581 -0.635404 0.11 -0.01 0.10 0.508
H -2.698083 2.229138 -1.572402 0.08 0.20 -0.01 0.468
H -1.745445 0.798621 -1.505981 0.09 0.04 0.08 0.271
H -1.126053 2.213647 -4.028510 0.19 -0.09 0.12 -0.080
H -2.817624 1.939433 -3.796839 0.05 0.15 0.02 0.394
H -0.737545 -0.255022 -3.673941 -0.09 -0.07 0.18 -0.091
H -1.795070 0.149482 -5.023784 -0.04 0.00 0.00 0.529
H 1.573356 2.487240 0.645481 -0.16 -0.20 -0.16 -0.676
H 2.508974 3.260531 -2.012308 -0.07 -0.41 0.03 -0.229
H 4.656681 2.387638 -1.041910 -0.01 0.00 -0.01 0.495
H 3.356665 1.252767 -0.683052 -0.03 0.00 0.11 0.057
H 3.931772 2.388115 0.569632 -0.02 -0.01 0.00 0.284
C 4.095357 -0.277590 -4.009779 0.00 0.07 -0.03 -0.848
C 3.564632 -1.676679 -3.753646 -0.11 0.07 0.13 -0.257
O 2.872851 -1.771636 -2.521291 0.25 -0.31 -0.23 -0.322
H 4.754764 0.029889 -3.197550 0.02 0.00 0.01 0.170
H 4.649152 -0.234189 -4.950181 0.03 -0.02 -0.02 0.430
H 3.275088 0.441585 -4.061392 0.02 -0.03 0.01 0.137
H 4.384687 -2.393473 -3.686184 0.03 -0.02 -0.06 0.304
H 2.915115 -1.988417 -4.581548 0.03 -0.03 -0.04 0.244
H 2.129212 -1.153252 -2.541495 0.02 0.08 0.16 -0.235
C -1.547306 -8.467874 2.093732 -0.08 0.07 0.02 -0.909
C -0.461281 -7.696399 1.369107 0.08 0.01 0.10 -0.313
O -0.362889 -6.348571 1.809198 -0.05 -0.04 -0.03 -0.347
H -2.512700 -7.978924 1.957409 0.00 -0.02 -0.04 0.271
H -1.613532 -9.488590 1.714435 0.02 -0.01 -0.01 0.110
H -1.346364 -8.511305 3.167788 0.04 -0.03 -0.01 0.426
H -0.678731 -7.645021 0.303037 0.01 -0.02 0.00 0.261
H 0.504115 -8.201910 1.492620 -0.01 -0.03 -0.07 0.283
H -0.154079 -6.350198 2.748325 0.00 0.04 -0.01 0.218
C 2.853951 5.273384 -6.497292 -0.07 0.02 -0.02 -0.989
C 2.920513 6.295474 -5.376435 0.01 -0.17 0.12 -0.148
O 1.647629 6.576754 -4.823484 -0.15 0.10 -0.11 -0.523
H 2.189170 5.621469 -7.289351 0.01 0.00 -0.01 0.256
H 3.843228 5.092819 -6.922501 0.01 0.00 0.01 0.375
H 2.465587 4.323957 -6.122489 0.02 -0.01 0.00 0.236
H 3.297762 7.249803 -5.747098 0.02 -0.01 0.00 0.311
H 3.602381 5.943683 -4.593084 0.03 0.04 -0.01 0.208
H 1.278321 5.766359 -4.453247 0.10 0.01 0.08 0.224
C -3.794577 5.163693 2.942409 -0.01 -0.12 -0.05 -1.032
C -2.971218 4.566046 4.066970 0.09 0.08 -0.07 -0.054
O -2.130928 3.506694 3.633734 0.01 0.01 0.00 -0.420
H -4.406120 4.391852 2.472708 -0.01 0.00 0.01 0.350
H -4.439753 5.958968 3.315245 0.01 0.02 -0.01 0.315
H -3.144131 5.583971 2.170766 0.00 0.02 0.01 0.222
H -3.618509 4.133436 4.830932 0.00 0.02 0.01 0.266
H -2.367153 5.349120 4.543642 -0.05 0.00 0.05 0.122
H -1.536219 3.852734 2.957773 0.02 -0.07 0.00 0.167
C -2.576338 8.214183 5.956182 -0.07 -0.06 0.00 -1.001
C -2.978587 8.567840 4.537533 -0.02 0.04 0.02 -0.234
O -4.337016 8.246157 4.259889 -0.06 0.02 0.04 -0.487
H -2.738873 7.152518 6.143595 0.02 0.00 0.00 0.251
H -1.523940 8.442189 6.130252 0.01 0.01 -0.01 0.297
H -3.170337 8.779523 6.679059 0.02 0.02 0.00 0.378
H -2.395047 7.996078 3.816273 0.02 0.01 0.00 0.246
H -2.796734 9.631312 4.347359 0.03 -0.01 -0.04 0.317
H -4.899650 8.740711 4.863751 0.03 0.01 0.00 0.278
C 5.396178 -1.689995 5.296503 0.03 -0.01 -0.09 -1.236
C 3.981862 -1.652712 4.748674 -0.04 -0.06 0.03 -0.052
O 3.823745 -2.460307 3.591020 0.05 0.00 -0.02 -0.476
H 6.104907 -1.367519 4.533306 0.00 0.01 0.01 0.308
H 5.495296 -1.036917 6.164967 -0.01 0.00 0.01 0.351
H 5.667088 -2.704038 5.602023 -0.01 0.01 0.03 0.340
H 3.717125 -0.643812 4.432907 -0.01 0.01 0.02 0.227
H 3.268437 -1.957705 5.523300 -0.02 0.05 0.00 0.264
H 4.024519 -3.373267 3.818659 -0.02 0.01 0.00 0.294
C 3.650629 8.981754 -0.415483 0.02 0.00 0.13 -0.620
C 5.091113 9.416619 -0.588692 0.04 -0.07 -0.03 -0.266
O 5.878219 9.172354 0.575217 -0.01 -0.02 -0.01 -0.521
H 3.196487 9.496107 0.432644 0.00 0.02 -0.02 0.281
H 3.064491 9.193153 -1.310555 0.01 -0.03 -0.02 0.302
H 3.600478 7.908150 -0.224467 -0.07 -0.03 -0.05 0.000
H 5.161567 10.490297 -0.765381 -0.01 0.00 -0.01 0.284
H 5.533800 8.905502 -1.451007 0.00 0.05 -0.03 0.244
H 5.845565 8.226688 0.754219 -0.01 0.02 0.02 0.302
C -2.976044 -12.449052 -0.368344 0.05 0.03 -0.07 -0.766
C -3.398303 -10.992961 -0.400566 0.07 -0.04 -0.15 -0.366
O -2.487043 -10.187643 -1.144780 -0.05 -0.05 0.09 -0.479
H -1.980781 -12.545429 0.065501 -0.02 -0.01 0.04 0.258
H -3.668340 -13.041483 0.228501 0.00 0.01 0.01 0.117
H -2.944000 -12.860521 -1.381343 -0.04 -0.01 0.00 0.402
H -3.410610 -10.577941 0.606155 -0.03 0.03 -0.01 0.240
H -4.405555 -10.896943 -0.820644 -0.03 0.01 0.08 0.309
H -2.460922 -10.535345 -2.041642 0.05 0.07 -0.01 0.281
C -2.256609 7.108141 -4.758574 0.10 -0.11 -0.06 -0.711
C -3.646765 6.541293 -4.555322 0.03 -0.08 0.10 -0.274
O -3.687526 5.135317 -4.767841 -0.03 0.00 0.03 -0.584
H -1.898501 6.879527 -5.763092 0.00 0.04 -0.01 0.248
H -2.233342 8.189614 -4.615209 -0.04 0.00 0.02 0.393
H -1.561184 6.652771 -4.051500 0.02 0.09 0.00 0.031
H -4.355614 6.965115 -5.268032 0.00 0.02 0.00 0.321
H -4.004563 6.778990 -3.546225 -0.04 0.03 -0.02 0.230
H -3.072979 4.721364 -4.150045 0.03 0.01 -0.06 0.290
C -4.367312 -16.277432 2.634500 -0.05 0.08 0.01 -1.075
C -3.267941 -15.472018 1.969033 0.05 -0.01 0.06 -0.149
O -3.185361 -14.142696 2.469025 -0.03 -0.06 0.06 -0.487
H -5.331027 -15.784984 2.502531 -0.01 -0.01 -0.01 0.291
H -4.425997 -17.281018 2.210987 0.01 -0.01 0.00 0.320
H -4.182062 -16.373232 3.706990 0.01 -0.03 0.00 0.316
H -3.460163 -15.368728 0.901078 0.02 -0.02 -0.01 0.252
H -2.303823 -15.979104 2.086248 0.00 -0.01 -0.05 0.282
H -2.994868 -14.187798 3.411313 -0.01 0.03 -0.01 0.270
```
Forces are in eV/Å.

Calculated values
Highest occupied orbital energy: -5.6 eV
Total charge: -1
LUMO level: 1.630 eV
Frontier orbital gap: 7.253 eV



[3]
Formula: C6H12O
Source: the Open Molecules 2025 dataset
Level of theory: ωB97M-V/def2-TZVPD

Structure (XYZ):
```
19
Properties=species:S:1:pos:R:3:forces:R:3:nbo_charge:R:1
C 2.055855 0.208093 -0.770513 0.09 -0.06 0.00 -0.611
C 1.046351 -0.033556 0.368716 0.08 -0.11 0.10 -0.399
C -0.402481 -0.244038 -0.088859 0.15 0.28 -0.43 -0.211
C -0.648983 -1.417861 -1.041983 -0.06 -0.07 -0.01 -0.603
C -1.492157 -0.103559 1.050163 0.15 0.01 -0.36 -0.549
C -1.838839 1.343718 0.713212 0.38 -0.38 0.86 0.260
O -1.063818 2.080141 1.520176 0.07 0.19 -0.71 -0.686
H 1.811125 1.062214 -1.422438 -0.16 -0.24 0.29 0.203
H 2.193038 -0.668035 -1.416156 -0.18 0.12 0.14 0.204
H 3.038840 0.415774 -0.336755 -0.09 0.02 -0.03 0.212
H 1.069970 0.835519 1.044269 -0.02 -0.28 -0.13 0.213
H 1.390810 -0.896345 0.950516 -0.06 0.05 0.05 0.197
H -0.022482 -1.352792 -1.943992 0.03 -0.02 0.39 0.211
H -0.488506 -2.394195 -0.566785 -0.05 0.16 -0.07 0.204
H -1.678382 -1.360009 -1.412899 0.08 -0.16 0.19 0.215
H -1.091785 -0.269690 2.072620 -0.05 0.19 -0.58 0.213
H -2.314929 -0.816268 0.861184 0.30 0.52 0.03 0.222
H -0.556146 0.622144 -0.746296 -0.21 0.20 -0.07 0.209
H -1.007490 2.988747 1.165814 -0.44 -0.43 0.34 0.497
```
Forces are in eV/Å.

Calculated values
Highest occupied orbital energy: -8.5 eV
Relative energy (zero: lowest compared OMol25 entry of this formula, charge and spin): 2.946 eV
LUMO level: 0.887 eV
Frontier orbital gap: 9.431 eV



[4]
Formula: C2H3CdLiO
Source: the Open Molecules 2025 dataset
Level of theory: ωB97M-V/def2-TZVPD

Structure (XYZ):
```
8
Properties=species:S:1:pos:R:3:forces:R:3:nbo_charge:R:1
O -1.046479 1.170630 2.346536 -1.20 -1.40 -1.88 -0.297
C -1.387696 0.453416 1.516021 3.07 1.25 1.07 0.678
Cd 2.200713 -1.065378 -0.157603 1.39 -0.29 1.02 0.725
Li 1.821617 0.199626 -2.338911 -0.34 0.37 -0.24 0.900
H -1.950521 -0.341786 1.079032 -0.76 -0.20 -0.16 0.259
C 0.434880 -0.038345 -0.535250 -1.42 0.24 0.56 -1.632
H 0.110039 -1.044923 -0.809657 -1.13 -0.20 -0.24 0.158
H -0.182554 0.666759 -1.100167 0.38 0.25 -0.14 0.210
```
Forces are in eV/Å.

Calculated values
Multiplicity: 2
Highest occupied orbital energy (alpha / beta): -11.0 / -11.9 eV
Total charge: +1
Relative energy (zero: lowest compared OMol25 entry of this formula, charge and spin): 0.017 eV
LUMO level (alpha / beta): -4.951 / -5.118 eV
Frontier orbital gap (alpha / beta): 6.001 / 6.796 eV



[5]
Formula: C4H5NO3
Source: the Open Molecules 2025 dataset
Level of theory: ωB97M-V/def2-TZVPD

Structure (XYZ):
```
13
Properties=species:S:1:pos:R:3:forces:R:3:nbo_charge:R:1
C 1.186609 -0.322867 0.001060 -2.05 -1.02 0.84 0.187
C 0.492266 -1.511587 0.070547 -0.57 0.41 -0.65 -0.173
C -1.052212 0.112457 -0.078975 -0.11 0.33 1.03 0.378
C 0.236154 0.725375 0.027394 -3.73 -1.25 -1.48 0.048
H 2.519510 0.852382 -0.324819 0.88 -2.98 1.32 0.481
H 0.800984 -2.522330 -0.046560 0.34 -0.37 0.11 0.212
H -1.648576 -1.935925 -0.337398 2.55 2.54 1.40 0.430
H -2.925073 1.252952 -0.327177 3.05 -4.10 2.04 0.496
H 0.762295 2.277310 0.855366 -0.92 0.37 -2.63 0.478
N -0.875272 -1.204062 0.015052 -0.46 -3.74 -1.41 -0.517
O 2.502949 -0.127416 0.078224 1.04 3.78 -1.68 -0.645
O -2.408349 0.331415 0.164397 -2.01 5.14 -2.34 -0.699
O 0.408713 2.072291 -0.097113 2.00 0.88 3.46 -0.676
```
Forces are in eV/Å.

Calculated values
Highest occupied orbital energy: -7.5 eV
Relative energy (zero: lowest compared OMol25 entry of this formula, charge and spin): 3.456 eV
LUMO level: 0.392 eV
Structure (SMILES): Oc1c[nH]c(O)c1O
Frontier orbital gap: 7.896 eV



[6]
Formula: CH2ClO2S2
Source: the Open Molecules 2025 dataset
Level of theory: ωB97M-V/def2-TZVPD

Structure (XYZ):
```
8
Properties=species:S:1:pos:R:3:forces:R:3:nbo_charge:R:1
C 1.000992 -0.191783 -0.015567 -2.33 2.01 1.93 -0.594
O -1.286291 0.660987 1.246002 0.29 -0.02 1.31 -0.995
O -1.308106 0.918285 -1.100459 0.11 -0.13 -1.29 -0.983
S -1.657609 -1.771170 -0.143019 -0.31 -1.01 -0.24 -0.658
S -1.006954 0.028581 -0.013369 1.59 -0.18 0.10 1.927
Cl 1.396006 1.543307 -0.147214 0.98 0.40 0.12 -0.104
H 1.348023 -0.539886 0.971777 -0.48 0.05 -0.47 0.209
H 1.513936 -0.648320 -0.798153 0.15 -1.12 -1.45 0.199
```
Forces are in eV/Å.

Calculated values
Highest occupied orbital energy: -4.3 eV
Total charge: -1
Relative energy (zero: lowest compared OMol25 entry of this formula, charge and spin): 0.000 eV
LUMO level: 3.659 eV
Structure (SMILES): O=S(=O)([S-])CCl
Frontier orbital gap: 8.006 eV



The records above yield total energy values of -287.76015, -6851.52763, -310.95101, -328.04680, -435.79349, -1446.39660 Ha, respectively.